(1)
Density functional theory data (wB97M-V/def2-TZVPD) for a molecular structure, C4H11N2O at a distorted geometry.

XYZ file:
```
18
Properties=species:S:1:pos:R:3:forces:R:3:mulliken_charge:R:1
C -0.6539 1.2269 1.2074 -1.4 -1.6 -0.3 -0.85
N 0.7584 1.1092 1.1054 -0.1 -0.6 -0.2 -0.35
C 1.3712 1.2917 -0.2886 -0.2 0.3 -0.5 -0.38
O 2.3648 0.4682 -0.5093 0.1 -0.1 0.2 -0.82
C -1.6608 0.2203 0.1379 -0.1 4.0 -1.1 -0.02
N -2.3169 -0.8688 0.2152 2.0 -0.6 1.8 -0.68
C 0.3560 -2.0590 -0.9435 0.1 -0.2 -0.2 -0.99
H -0.9974 0.8803 2.1867 0.0 0.2 0.2 0.49
H -1.0152 2.2391 1.0174 -0.1 0.0 -0.2 0.31
H 0.9782 0.1334 1.2957 0.5 0.1 0.2 0.30
H 0.5117 1.1612 -1.0264 0.0 0.1 0.2 0.09
H 1.6224 2.3851 -0.3386 0.0 0.0 0.1 0.26
H -1.7454 0.7867 -0.8007 0.1 0.5 -0.4 0.37
H -1.0339 -0.7357 0.5131 -1.1 -2.0 0.1 0.19
H 1.2324 -2.5299 -1.3868 0.0 0.1 0.0 0.31
H -0.5422 -2.3813 -1.4676 -0.1 -0.1 0.1 0.36
H 0.3144 -2.3470 0.1093 -0.1 0.0 -0.1 0.29
H 0.4561 -0.9802 -1.0266 0.3 -0.1 0.0 0.11
```
Forces are in eV/Å.

Calculated values
HOMO level = -2.855 eV
2S+1 = 1
Total charge = -1
Gap between HOMO and LUMO = 7.01 eV
ΔE to the lowest compared entry with this formula, charge and spin = 5.317 eV

(2)
Density functional theory data (wB97M-V/def2-TZVPD) for a gas-phase ion, C23H21N2O4 (charge -1) at a distorted geometry.

XYZ file:
```
50
Properties=species:S:1:pos:R:3:forces:R:3:mulliken_charge:R:1
C 3.5695 -4.3894 -2.2252 -0.2 1.0 0.0 -0.71
O 3.5725 -2.9960 -2.6406 0.8 -0.7 0.1 -0.46
C 2.8749 -2.0695 -1.9176 -1.8 -0.1 0.0 0.73
C 2.8136 -0.7384 -2.4055 0.9 -1.2 0.4 -0.90
C 1.9551 0.1870 -1.8206 0.1 -0.6 -0.4 -0.32
C 1.0567 -0.2449 -0.8353 -1.1 1.6 0.2 -0.07
C -0.0182 0.7258 -0.2551 0.4 1.5 -0.6 0.89
C 0.4435 1.3906 1.0427 -0.7 0.5 1.7 -0.44
C -0.2775 2.5897 1.4119 0.3 -0.7 -1.0 -0.38
O -1.1226 3.1291 0.6769 0.7 0.6 0.2 -0.72
N -0.0078 3.2057 2.6519 0.6 -0.8 1.3 0.09
C -0.5295 4.5383 2.9299 0.0 0.0 -0.2 -1.08
C 0.5681 2.5040 3.7293 -0.6 -0.2 -0.4 0.64
O 0.6147 2.9703 4.8735 0.2 -0.4 -0.9 -0.72
N 1.0110 1.2130 3.4336 -0.1 1.6 0.1 0.10
C 1.6747 0.5355 4.5411 0.0 0.1 0.1 -1.11
C 1.1803 0.7272 2.0923 0.1 -0.5 -0.6 0.88
O 1.9191 -0.2630 1.9857 -0.4 0.2 -0.1 -0.78
C 1.1242 -1.5316 -0.3613 0.1 -0.3 -0.1 -0.44
C 2.0046 -2.4651 -0.8862 0.5 0.3 -0.2 -0.21
H 4.4161 -4.8173 -2.7885 -0.5 0.0 0.4 0.24
H 3.7228 -4.4917 -1.1222 0.0 0.1 -0.9 0.28
H 2.5990 -4.8684 -2.5086 0.7 0.3 0.2 0.29
H 3.4998 -0.5099 -3.2287 -0.4 0.2 0.3 0.37
H 1.9930 1.2028 -2.2303 -0.4 -0.3 0.4 0.41
H -0.1936 1.5782 -0.9682 0.6 -0.7 0.3 0.47
H -0.3760 4.7270 4.0001 -0.1 0.0 -0.4 0.38
H 0.0450 5.2620 2.3238 -0.4 -0.1 0.3 0.27
H -1.5993 4.5961 2.6668 0.5 0.0 0.1 0.29
H 2.1118 -0.3893 4.1556 -0.1 0.3 0.1 0.36
H 2.4534 1.2039 4.9502 -0.3 -0.4 0.0 0.31
H 0.9349 0.3218 5.3314 0.4 0.1 -0.3 0.29
H 0.4353 -1.8234 0.4159 0.0 -0.1 0.1 0.26
H 1.9943 -3.4825 -0.4974 0.0 0.3 -0.2 0.21
C -3.6229 1.1696 -0.6846 0.4 -0.5 0.7 -1.25
C -2.6211 1.1291 0.2383 0.0 0.2 -0.4 -0.42
C -1.4639 0.1607 -0.0931 -1.8 -2.1 -0.1 0.46
C -2.1627 -0.5117 -1.3215 0.1 -0.4 -0.6 -0.18
C -3.4691 0.0216 -1.5846 0.7 -0.4 -0.5 0.38
C -4.3198 -0.5742 -2.5525 0.4 0.7 0.3 -0.75
C -3.8281 -1.6439 -3.3213 0.7 0.7 -0.4 -0.33
C -2.4847 -2.0122 -3.2141 0.1 0.1 1.0 -0.89
C -1.6726 -1.4952 -2.1688 -0.3 0.1 -0.3 0.30
H -4.4364 1.9022 -0.7645 0.3 -0.5 0.5 0.37
H -2.6042 1.7073 1.1371 0.0 0.3 0.0 0.42
H -1.3766 -0.6554 0.7086 -0.4 1.0 -0.8 0.10
H -5.3065 -0.1381 -2.8100 0.7 -0.4 0.5 0.31
H -4.4167 -2.0556 -4.1470 0.0 0.1 0.4 0.31
H -2.0343 -2.7107 -3.9115 -0.2 -0.1 0.1 0.40
H -0.6439 -1.8210 -2.0317 -0.3 -0.1 -0.3 0.35
```
Forces are in eV/Å.

Calculated values
SMILES = COc1ccc([C@H](c2c([O-])n(C)c(=O)n(C)c2=O)[C@H]2C=Cc3ccccc32)cc1
HOMO level = -4.130 eV
2S+1 = 1
Total charge = -1
Gap between HOMO and LUMO = 6.87 eV
ΔE to the lowest compared entry with this formula, charge and spin = 0.000 eV

(3)
Density functional theory data (wB97M-V/def2-TZVPD) for a molecular structure, C24H26N6O2SSe4Ti.

XYZ file:
```
64
Properties=species:S:1:pos:R:3:forces:R:3:mulliken_charge:R:1
Ti 0.2570 -0.1216 -0.5785 0.6 0.4 0.0 -0.37
C 1.4123 -3.9252 -1.2264 0.0 0.0 0.0 -1.00
C 1.4161 -3.8659 0.2744 0.1 -0.1 -0.1 1.47
C 2.1992 -4.7518 1.0102 0.0 0.0 0.0 -1.03
C 2.1895 -4.7382 2.3956 0.0 0.0 -0.1 -0.78
C 1.3801 -3.8253 3.0572 0.0 0.0 0.0 -1.10
C 0.5921 -2.9290 2.3476 0.0 0.0 0.1 1.37
C -0.2671 -1.9281 3.0654 0.0 0.0 0.0 -0.86
C 0.6176 -2.9480 0.9481 -0.1 0.3 0.0 -1.21
N -0.1909 -1.9977 0.2546 -0.4 -0.5 0.0 1.64
C -1.5092 -2.3848 0.1509 0.2 0.0 0.0 -0.59
O -1.9695 -3.5038 0.4141 0.0 0.0 0.0 -0.83
C -2.3430 -1.2553 -0.2717 0.2 0.5 0.0 -0.01
C -3.6953 -1.2742 -0.4688 -0.2 0.0 0.0 -0.16
C -4.3953 -0.0884 -0.7440 0.0 0.0 0.0 -1.07
C -3.6881 1.1195 -0.6835 -0.2 -0.1 0.0 -0.43
C -2.3328 1.1295 -0.4784 0.1 -0.5 0.1 -0.06
N -1.6204 -0.0657 -0.3786 -0.5 -0.1 -0.2 1.58
C -1.5105 2.3068 -0.1917 0.2 -0.1 0.0 -0.33
O -1.9803 3.4569 -0.1302 0.0 0.0 0.1 -0.87
N -0.2089 1.9351 0.0363 -0.3 0.3 0.1 1.94
C 0.5411 2.8809 0.7935 0.0 -0.2 -0.1 -1.39
C 0.2388 3.0366 2.1540 0.0 0.0 0.0 1.47
C -0.8747 2.2399 2.7730 0.0 0.0 0.0 -1.27
C 1.0010 3.9058 2.9258 0.0 0.0 0.0 -0.95
C 2.0559 4.6168 2.3714 0.0 -0.1 -0.1 -0.74
C 2.3465 4.4528 1.0255 0.0 0.0 0.0 -0.94
C 1.5987 3.5930 0.2280 0.0 0.1 0.0 1.26
C 1.9244 3.4249 -1.2252 0.0 0.0 0.0 -1.05
H 2.1409 -4.6542 -1.5856 0.0 0.0 0.0 0.43
H 1.6639 -2.9613 -1.6721 0.0 0.0 0.1 -0.08
H 0.4230 -4.2077 -1.5961 0.0 0.0 0.0 0.23
H 2.8294 -5.4572 0.4780 0.0 0.0 0.0 0.33
H 2.8139 -5.4252 2.9554 0.0 0.0 0.0 0.38
H 1.3685 -3.7919 4.1422 0.0 0.0 0.0 0.33
H -0.0609 -1.9418 4.1376 0.0 0.0 0.0 0.43
H -1.3272 -2.1423 2.9069 0.0 0.0 0.0 0.23
H -0.0842 -0.9219 2.6831 0.0 0.0 0.0 -0.19
H -4.1996 -2.2282 -0.3707 0.0 0.0 0.0 0.52
H -5.4681 -0.0980 -0.8896 0.0 0.0 0.0 0.37
H -4.1870 2.0793 -0.7510 0.0 0.0 0.0 0.52
H -0.8387 1.2015 2.4372 0.0 0.0 0.0 -0.06
H -1.8466 2.6372 2.4696 0.0 0.0 0.0 0.27
H -0.8069 2.2642 3.8630 0.0 0.0 0.0 0.42
H 0.7733 4.0059 3.9826 0.0 0.0 0.0 0.34
H 2.6558 5.2787 2.9859 0.0 0.0 0.0 0.38
H 3.1761 4.9902 0.5775 0.0 0.0 0.0 0.34
H 2.8025 4.0065 -1.5076 0.0 0.0 0.0 0.45
H 1.0927 3.7532 -1.8564 0.0 0.0 0.0 0.24
H 2.1515 2.3872 -1.4740 0.0 0.0 0.0 -0.01
N 0.0934 1.1125 -2.5814 -0.1 0.0 0.0 0.31
N -1.0021 0.8130 -3.4122 0.3 0.0 -0.1 -0.45
C -1.2721 -0.4912 -3.6330 -0.1 0.1 0.0 0.32
N -2.2719 -0.6906 -4.5513 -0.1 -0.1 -0.1 -0.58
S -0.4862 -1.7202 -2.8700 0.1 -0.1 0.1 -0.37
H -0.0585 2.0405 -2.1972 -0.1 -0.1 0.1 -0.07
H 0.9654 1.1364 -3.1456 0.0 0.0 0.0 0.00
H -1.1329 1.4329 -4.2018 0.0 0.0 0.1 0.28
H -2.9884 0.0209 -4.5643 0.0 0.0 0.0 0.22
H -2.6367 -1.6297 -4.5353 0.0 0.0 0.0 0.30
Se 2.3013 0.0365 1.0553 0.1 0.0 0.0 -0.38
Se 4.0765 0.1217 -0.4926 0.0 0.1 0.0 -0.27
Se 3.0934 -0.5733 -2.5177 0.0 -0.2 0.1 -0.15
Se 3.0625 1.1213 -4.1175 0.0 0.1 0.0 -0.72
```
Forces are in eV/Å.

Calculated values
HOMO level (spin up / spin down) = -0.258 / -0.260 eV
2S+1 = 1
Total charge = -2
Gap between HOMO and LUMO (spin up / spin down) = 4.49 / 4.49 eV
ΔE to the lowest compared entry with this formula, charge and spin = 0.000 eV

(4)
Density functional theory data (wB97M-V/def2-TZVPD) for 7 unconnected molecules or ions with the total composition C37H78N2O14PS at a distorted geometry.

XYZ file:
```
133
Properties=species:S:1:pos:R:3:forces:R:3:mulliken_charge:R:1
C 4.4576 1.3716 1.5055 -0.5 0.0 0.4 -0.34
C 3.7729 2.0761 2.6455 0.3 -0.6 1.4 0.72
O 3.7186 1.6146 3.7692 -0.1 0.7 -1.2 -0.62
O 3.2212 3.3163 2.3866 0.0 -0.6 -0.1 -0.50
C 2.0326 3.2022 1.6013 0.1 0.5 0.1 -0.53
C 0.8248 2.9222 2.5012 0.0 -0.3 -0.1 -1.20
C 0.2869 1.4851 2.3360 0.3 0.4 0.3 1.02
C -1.2283 1.4402 2.3490 0.6 0.1 0.3 -1.52
N -1.8333 0.0954 1.9698 -0.4 0.4 0.9 1.38
C -2.3100 0.0370 0.5219 0.0 0.8 -0.2 -1.18
C -1.4506 0.8000 -0.4961 -0.4 -1.1 -0.8 -0.30
C -1.2162 -0.0509 -1.7947 0.9 0.1 0.4 -0.95
N 0.1002 0.1290 -2.3916 -0.6 0.1 -0.2 -0.55
C -0.9670 -1.0820 2.3853 -0.3 -0.4 -0.4 -2.11
C 0.0301 -1.5535 1.3511 -0.1 -0.4 -0.3 0.73
C 1.0263 -2.5168 2.0142 -0.7 0.3 -0.5 -0.92
C 1.8077 -3.3416 1.0044 0.6 0.0 0.5 -1.23
S 2.5467 -2.3188 -0.2581 0.0 0.2 -1.1 1.08
O 1.7899 -2.4692 -1.4591 -0.3 -0.2 0.1 -0.66
O 2.7610 -0.9872 0.2122 0.3 0.0 0.4 -0.58
O 3.9925 -2.9452 -0.5044 -0.5 0.0 0.4 -0.36
P -3.3417 -0.0929 2.9529 -1.5 -1.7 0.3 0.50
O -4.1947 -1.1263 2.3744 0.5 0.3 0.0 -0.65
O -2.9052 -0.4821 4.4170 0.8 0.7 -0.5 -0.50
O -4.0165 1.3212 3.0506 0.5 0.2 -0.4 -0.41
H 5.4189 1.8144 1.2721 0.0 0.3 -0.1 0.33
H 3.8116 1.3716 0.6331 0.3 0.0 -0.3 0.30
H 4.6355 0.3543 1.8179 0.0 -0.2 0.0 -0.17
H 2.1665 2.4276 0.8494 -0.1 -0.1 -0.1 0.24
H 1.9248 4.1409 1.0697 0.0 0.2 0.0 0.47
H 1.1664 3.0388 3.5246 0.0 0.2 0.1 0.41
H 0.0543 3.6719 2.3359 -0.2 0.0 -0.1 0.62
H 0.6744 0.9267 3.1840 0.1 -0.3 -0.1 0.45
H 0.7224 1.0604 1.4392 -0.1 -0.1 -0.1 -0.57
H -1.6510 2.2332 1.7438 -0.2 -0.2 -0.4 0.39
H -1.5499 1.6640 3.3672 -0.1 0.0 0.1 0.59
H -3.2940 0.4978 0.5229 -0.2 0.0 0.1 0.69
H -2.4871 -0.9958 0.2625 0.2 -0.3 0.1 0.40
H -2.0092 1.6713 -0.8172 0.3 0.5 0.3 0.74
H -0.4658 1.0589 -0.1353 0.0 0.2 0.2 -0.12
H -1.9626 0.1953 -2.5392 -0.2 -0.1 -0.1 0.53
H -1.2866 -1.1109 -1.5577 -0.3 -0.2 0.0 0.26
H 0.8475 -0.0196 -1.7308 0.2 0.0 -0.1 0.07
H 0.1885 1.0257 -2.8456 0.2 0.1 0.0 0.29
H -0.5123 -0.8736 3.3465 0.2 0.3 0.0 0.57
H -1.6612 -1.9025 2.5569 -0.1 -0.1 0.0 0.57
H -0.5085 -2.1234 0.5937 -0.1 0.0 -0.1 0.48
H 0.5388 -0.7595 0.8212 0.1 0.1 0.2 -0.13
H 1.6880 -1.9586 2.6683 0.2 -0.1 0.2 0.34
H 0.4273 -3.2291 2.5787 0.2 -0.1 0.4 0.47
H 2.6084 -3.8650 1.5232 0.1 0.0 0.0 0.63
H 1.1976 -4.0909 0.5131 -0.2 0.1 -0.3 0.48
H 3.9304 -3.9077 -0.4458 0.2 -0.2 -0.3 0.30
H -2.1063 -0.0423 4.7395 -0.1 0.0 0.4 0.40
H -4.7756 1.3068 2.4466 -0.2 0.3 0.1 0.40
C 7.0111 5.5393 -0.9255 -0.1 0.1 0.0 -0.57
C 6.7090 5.2175 0.5361 0.0 -0.1 -0.1 -0.58
C 5.1967 5.0511 0.5082 0.0 0.2 -0.1 0.12
O 4.8661 4.5486 -0.7919 0.0 0.0 0.0 -0.37
C 6.0068 4.6544 -1.6518 0.0 -0.1 0.0 -0.40
H 8.0397 5.3353 -1.2172 0.0 0.0 0.0 0.36
H 6.8017 6.5919 -1.1273 0.0 0.0 0.0 0.26
H 7.1876 4.2758 0.8168 0.0 0.0 0.0 0.21
H 7.0367 5.9859 1.2340 0.0 0.0 0.0 0.39
H 4.6903 6.0137 0.6454 0.0 0.0 0.1 0.28
H 4.8299 4.3580 1.2598 0.0 0.1 0.0 -0.17
H 6.4104 3.6497 -1.8177 0.0 0.0 0.0 0.26
H 5.6950 5.0646 -2.6125 -0.1 0.0 0.0 0.26
C -7.6802 2.3292 6.2724 -0.1 0.0 -0.1 -0.60
C -6.2666 2.1595 5.7253 0.1 -0.1 0.1 -0.25
C -6.0420 3.4907 5.0213 -0.1 0.0 -0.1 -0.29
O -6.7959 4.4589 5.7403 0.0 -0.1 0.0 -0.43
C -7.6817 3.8032 6.6558 0.1 0.0 0.1 -0.48
H -7.9109 1.6734 7.1096 0.0 0.0 0.0 0.35
H -8.4118 2.1438 5.4829 0.0 0.0 0.0 0.28
H -5.5586 2.0467 6.5499 0.0 0.0 0.0 0.25
H -6.1537 1.3027 5.0607 0.0 0.0 0.0 0.16
H -6.4120 3.4610 3.9876 0.1 0.0 0.0 0.23
H -4.9919 3.7892 5.0049 0.0 0.1 0.0 0.21
H -7.2995 3.9499 7.6709 0.0 0.0 0.0 0.27
H -8.6685 4.2596 6.5889 0.0 0.1 0.0 0.29
C -7.1072 -2.8425 -1.2515 0.1 -0.1 0.0 -0.63
C -6.2647 -2.8293 0.0230 -0.1 0.1 0.0 -0.62
C -4.9628 -2.2281 -0.4797 0.1 -0.2 -0.3 0.82
O -5.3034 -1.3369 -1.5450 0.0 0.0 0.1 -0.41
C -6.6710 -1.5500 -1.9281 -0.1 0.1 0.1 0.10
H -8.1792 -2.8800 -1.0686 0.0 0.0 0.0 0.41
H -6.8361 -3.7018 -1.8691 0.0 0.0 0.0 0.29
H -6.7196 -2.1710 0.7669 0.0 0.0 0.0 0.22
H -6.1312 -3.8104 0.4755 0.0 0.0 0.0 0.44
H -4.2945 -3.0041 -0.8794 0.0 0.0 0.1 0.15
H -4.4376 -1.6743 0.2897 -0.1 0.0 0.0 -0.71
H -7.2625 -0.6989 -1.5765 0.0 0.0 0.0 0.28
H -6.7422 -1.5898 -3.0125 0.1 0.1 0.0 -0.21
C 7.2336 -2.8895 1.1896 0.0 0.0 -0.1 -0.51
C 8.5152 -2.2134 1.6676 0.0 0.0 0.1 -0.68
C 8.3599 -0.8152 1.0881 0.0 0.0 -0.1 -0.52
O 6.9522 -0.5446 1.0516 0.1 -0.1 0.0 -0.31
C 6.2278 -1.7521 1.2949 -0.1 0.1 0.0 0.14
H 6.9503 -3.7602 1.7797 0.0 0.0 0.0 0.41
H 7.3407 -3.2021 0.1484 0.0 0.0 0.0 0.20
H 8.5311 -2.1706 2.7588 0.0 0.0 0.0 0.27
H 9.4245 -2.7094 1.3339 0.0 0.0 0.0 0.38
H 8.7475 -0.7636 0.0659 0.0 0.0 0.0 0.30
H 8.8556 -0.0502 1.6855 0.0 0.0 0.0 0.30
H 5.7948 -1.7010 2.3025 0.0 -0.1 0.0 0.22
H 5.4146 -1.8337 0.5700 0.4 0.2 0.3 -0.11
C -6.9646 -1.6900 -7.2850 -0.1 0.0 0.0 -0.61
C -6.9154 -0.2190 -7.6860 0.1 0.0 0.0 -0.53
C -7.5146 0.4559 -6.4606 -0.1 0.0 0.0 -0.48
O -7.1670 -0.3610 -5.3368 0.0 -0.1 -0.1 -0.36
C -6.6521 -1.6143 -5.7976 0.1 0.1 0.0 -0.33
H -6.2641 -2.3186 -7.8319 0.0 0.0 0.0 0.35
H -7.9704 -2.0865 -7.4388 0.0 0.0 0.0 0.29
H -5.8785 0.0970 -7.8213 0.0 0.0 0.0 0.26
H -7.4609 0.0058 -8.6006 0.0 0.0 0.0 0.34
H -8.6061 0.5059 -6.5278 0.0 0.0 0.0 0.26
H -7.1316 1.4642 -6.3019 0.0 0.0 0.1 0.26
H -5.5712 -1.6281 -5.6167 0.0 -0.1 0.0 0.26
H -7.1093 -2.4253 -5.2281 0.0 0.0 0.0 0.24
C 4.0797 -3.3097 -4.1509 -0.1 -0.1 -0.1 0.00
C 5.1352 -4.3378 -3.7531 0.0 0.0 0.1 -0.08
C 6.1887 -4.1338 -4.8343 0.0 0.0 -0.1 -0.51
O 6.1208 -2.7570 -5.2066 -0.1 0.0 0.1 -0.42
C 4.9425 -2.1632 -4.6568 0.1 0.0 0.1 -0.41
H 3.4217 -3.0143 -3.3367 0.0 0.0 0.0 -0.13
H 3.4630 -3.7042 -4.9616 0.0 0.0 0.0 0.31
H 5.5509 -4.0864 -2.7726 0.0 0.0 0.0 -0.16
H 4.7626 -5.3612 -3.7146 0.0 0.0 0.0 0.39
H 5.9728 -4.7445 -5.7171 0.0 -0.1 0.0 0.26
H 7.1986 -4.3643 -4.4938 0.0 0.0 0.0 0.29
H 5.2395 -1.4998 -3.8365 -0.1 0.0 0.0 0.21
H 4.4492 -1.5652 -5.4231 0.0 0.0 0.0 0.29
```
Forces are in eV/Å.

Calculated values
HOMO level = -10.834 eV
2S+1 = 1
Total charge = +1
Gap between HOMO and LUMO = 8.07 eV

(5)
Density functional theory data (wB97M-V/def2-TZVPD) for C4H6N2 in the gas phase at a distorted geometry.

XYZ file:
```
12
Properties=species:S:1:pos:R:3:forces:R:3:mulliken_charge:R:1
C -1.7305 -0.3019 0.1942 -0.3 -0.9 0.2 -0.66
N -0.3822 -0.1920 0.2492 0.0 0.2 0.0 0.09
C 0.7200 -0.9160 0.4607 0.1 0.0 0.1 -0.28
C 1.7783 -0.1727 -0.1714 0.0 0.0 0.0 -0.13
N 1.4065 0.9722 -0.6753 -0.2 -0.2 -0.2 -0.59
C 0.0443 1.0992 -0.2778 -0.6 0.1 0.0 -0.31
H -0.8937 1.3220 -0.8596 1.3 0.6 -0.9 0.27
H -2.1005 -0.3159 -0.8271 -0.3 0.7 0.3 0.30
H -2.2726 -0.8335 0.9514 0.1 -0.6 0.1 0.29
H 0.6815 -1.9604 0.7396 0.1 0.2 0.1 0.39
H 2.7934 -0.5533 -0.2992 -0.3 0.2 0.1 0.36
H -0.0444 1.8523 0.5155 0.2 -0.3 0.2 0.26
```
Forces are in eV/Å.

Calculated values
HOMO level (spin up / spin down) = -7.758 / -7.187 eV
2S+1 = 1
Total charge = 0
Gap between HOMO and LUMO (spin up / spin down) = 7.74 / 7.20 eV
ΔE to the lowest compared entry with this formula, charge and spin = 3.796 eV

(6)
Density functional theory data (wB97M-V/def2-TZVPD) for 2 unconnected molecules or ions with the total composition C3H6N2O3 at a distorted geometry.

XYZ file:
```
14
Properties=species:S:1:pos:R:3:forces:R:3:mulliken_charge:R:1
C -0.5929 0.5373 -1.0073 -0.8 -1.7 -1.2 0.01
N -0.7372 -0.7522 -1.2104 0.5 1.7 0.5 -0.55
C 0.9818 -0.1651 1.0598 -0.5 -1.1 -0.8 0.41
N -1.5739 1.3751 -0.6388 0.1 0.6 0.5 -0.45
C 0.6646 -1.5624 -0.0464 2.8 0.4 2.4 0.28
O 2.2184 0.3639 0.9585 -0.4 -0.1 0.0 -0.41
O 0.1862 0.1888 1.9052 0.5 -0.3 -0.7 -0.58
O 1.6150 -2.0998 -0.5763 -1.4 0.9 0.0 -0.53
H 2.3079 1.0252 1.6721 -0.1 -0.2 -0.2 0.35
H -1.6492 -1.0974 -0.9153 0.0 0.0 0.0 0.26
H 0.3509 0.9998 -1.3012 0.0 -0.1 0.3 0.47
H -1.2930 2.2793 -0.2830 -0.1 -0.1 -0.2 0.25
H -2.3805 0.9893 -0.1677 0.1 0.0 -0.1 0.24
H -0.0980 -2.0818 0.5508 -0.5 0.0 -0.5 0.26
```
Forces are in eV/Å.

Calculated values
SMILES = O=CC(=O)O.[H]/N=C\N
HOMO level = -8.795 eV
2S+1 = 1
Total charge = 0
Gap between HOMO and LUMO = 9.29 eV
ΔE to the lowest compared entry with this formula, charge and spin = 3.048 eV

Number 1: M 103.14 g mol⁻¹. Number 2: M 389.43 g mol⁻¹. Number 3: M 826.29 g mol⁻¹. Number 4: M 838.07 g mol⁻¹. Number 5: M 82.11 g mol⁻¹. Number 6: M 118.09 g mol⁻¹.